No. 1
{"formula": "C3H8N2", "method": "ωB97M-V/def2-TZVPD", "species": ["C", "N", "H", "H", "H", "C", "C", "N", "H", "H", "H", "H", "H"], "coordinates": [[-4.23, -2.00, -2.76], [-3.78, -1.40, -3.78], [-3.73, -1.81, -1.79], [-4.87, -2.90, -2.79], [-4.39, -1.58, -4.58], [2.87, 1.21, 0.86], [2.31, 1.09, 3.27], [2.74, 0.54, 2.21], [2.78, 0.33, 0.23], [2.07, 1.94, 0.88], [3.84, 1.74, 0.86], [1.31, 1.05, 3.73], [3.07, 1.80, 3.67]], "gap_ev": 7.9, "smiles": "C=NC.C=N", "multiplicity": 1, "mol_weight_da": 72.11, "e_above_lowest_kj_mol": 525.4, "lumo_ev": 0.31}



No. 2
{"formula": "C3H8N2", "method": "ωB97M-V/def2-TZVPD", "species": ["C", "N", "H", "H", "H", "C", "C", "N", "H", "H", "H", "H", "H"], "coordinates": [[-2.32, -0.95, 5.43], [-2.31, -1.66, 4.39], [-1.65, -0.13, 5.76], [-3.16, -0.87, 6.17], [-2.20, -2.66, 4.46], [1.37, 1.34, -4.10], [1.66, 0.03, -2.20], [2.19, 0.86, -2.99], [0.29, 1.06, -4.06], [1.41, 2.42, -4.25], [1.90, 0.99, -5.05], [2.12, 0.04, -1.22], [0.70, -0.48, -2.33]], "gap_ev": 9.1, "smiles": "C=NC.C=N", "multiplicity": 1, "mol_weight_da": 72.11, "e_above_lowest_kj_mol": 471.0, "lumo_ev": 0.47}



No. 3
{"formula": "C3H8N2", "method": "ωB97M-V/def2-TZVPD", "species": ["C", "C", "C", "H", "H", "H", "H", "H", "H", "H", "H", "N", "N"], "coordinates": [[0.58, 0.05, 1.38], [-1.46, -0.93, 0.30], [1.08, 0.94, -1.22], [0.00, -0.39, 2.22], [0.71, 1.17, 1.48], [1.54, -0.53, 1.34], [-1.40, -1.64, -0.58], [-1.47, -1.50, 1.25], [-2.34, -0.31, 0.22], [1.84, 1.20, -0.46], [1.33, 1.13, -2.26], [-0.23, -0.18, 0.19], [0.03, 0.26, -1.04]], "gap_ev": 9.0, "smiles": "C=NN(C)C", "multiplicity": 1, "mol_weight_da": 72.11, "e_above_lowest_kj_mol": 283.8, "lumo_ev": 1.03}



No. 4
{"formula": "C3H8N2", "method": "ωB97M-V/def2-TZVPD", "species": ["C", "C", "C", "H", "H", "H", "H", "H", "H", "H", "H", "N", "N"], "coordinates": [[1.70, 0.60, -0.04], [0.90, -0.69, -0.24], [-2.45, 0.29, 0.00], [2.25, 0.76, 1.03], [2.67, 0.40, -0.73], [1.07, 1.55, -0.30], [1.34, -1.61, 0.21], [0.85, -0.96, -1.29], [-0.58, -0.33, 1.24], [-2.62, 0.35, 1.07], [-3.24, 0.59, -0.75], [-0.46, -0.75, 0.32], [-1.43, -0.19, -0.54]], "gap_ev": 10.0, "smiles": "C=NNCC", "multiplicity": 1, "mol_weight_da": 72.11, "e_above_lowest_kj_mol": 310.8, "lumo_ev": 1.15}



No. 5
{"formula": "C3H8N2O", "method": "ωB97M-V/def2-TZVPD", "species": ["C", "C", "O", "H", "H", "H", "H", "N", "C", "N", "H", "H", "H", "H"], "coordinates": [[2.06, -1.75, -0.92], [1.43, -0.75, -0.28], [1.93, 0.48, -0.18], [2.05, -2.71, -0.42], [2.94, -1.42, -1.48], [0.58, -0.90, 0.37], [1.16, 1.12, -0.15], [-2.13, -0.14, 0.54], [-1.84, 1.24, 0.46], [-0.68, 1.71, -0.08], [-1.44, -0.88, 0.50], [-3.05, -0.53, 0.49], [-2.24, 1.79, 1.34], [-0.76, 2.71, -0.19]], "gap_ev": [4.1, 7.5], "total_charge": -1, "multiplicity": 2, "mol_weight_da": 88.11, "e_above_lowest_kj_mol": 206.1, "lumo_ev": [4.34, 4.29]}



No. 6
{"formula": "C3H8N2O", "method": "ωB97M-V/def2-TZVPD", "species": ["C", "C", "C", "N", "O", "N", "H", "H", "H", "H", "H", "H", "H", "H"], "coordinates": [[-0.40, -1.13, 0.67], [-0.08, -0.14, 1.82], [0.66, 1.18, -2.05], [0.66, 2.35, -2.59], [0.98, 0.76, -0.88], [-1.32, -2.04, 1.08], [-0.61, -0.52, -0.27], [0.57, -1.61, 0.48], [0.62, -0.51, 2.57], [-1.08, -0.01, 2.30], [1.25, 3.07, -2.17], [0.24, 0.40, -2.70], [-1.67, -2.64, 0.33], [0.17, 0.85, 1.42]], "gap_ev": 3.8, "multiplicity": 1, "mol_weight_da": 88.11, "e_above_lowest_kj_mol": 741.1, "lumo_ev": -4.48}



No. 7
{"formula": "C3H8N2O", "method": "ωB97M-V/def2-TZVPD", "species": ["C", "C", "C", "O", "N", "N", "H", "H", "H", "H", "H", "H", "H", "H"], "coordinates": [[-0.07, 0.81, 0.62], [0.26, -1.64, -0.35], [-1.27, 0.91, -0.27], [0.49, -0.77, 0.74], [1.03, 1.64, 0.19], [2.09, 1.01, 0.23], [-0.26, 0.97, 1.69], [1.81, -0.18, 0.49], [0.63, -1.19, -1.28], [-0.80, -1.89, -0.44], [0.81, -2.56, -0.16], [-1.02, 0.69, -1.30], [-2.06, 0.24, 0.07], [-1.62, 1.95, -0.23]], "gap_ev": 9.3, "smiles": "[H]/N=N\\[C@@H](C)OC", "multiplicity": 1, "mol_weight_da": 88.11, "e_above_lowest_kj_mol": 416.9, "lumo_ev": 0.84}



No. 8
{"formula": "C3H8N2O", "method": "ωB97M-V/def2-TZVPD", "species": ["C", "C", "C", "H", "H", "H", "H", "H", "H", "H", "H", "N", "N", "O"], "coordinates": [[1.22, 1.01, 0.57], [0.40, 0.05, -0.46], [-0.94, -0.21, 0.28], [0.98, 0.52, 1.59], [0.89, 2.08, 0.51], [2.40, 0.83, 0.51], [0.47, 0.44, -1.49], [1.27, -1.52, 0.42], [0.31, -2.06, -0.83], [-3.03, 0.03, -0.18], [-2.16, 0.67, -1.39], [1.04, -1.28, -0.55], [-1.99, 0.35, -0.33], [-0.87, -0.91, 1.36]], "gap_ev": 9.9, "smiles": "C[C@@H](N)C(N)=O", "multiplicity": 1, "mol_weight_da": 88.11, "e_above_lowest_kj_mol": 217.9, "lumo_ev": 0.55}



No. 9
{"formula": "C3H8N2O", "method": "ωB97M-V/def2-TZVPD", "species": ["C", "N", "C", "N", "O", "C", "H", "H", "H", "H", "H", "H", "H", "H"], "coordinates": [[0.19, -0.82, -0.39], [0.66, 0.21, 0.49], [0.59, 1.58, 0.33], [-0.03, 2.03, -0.82], [0.84, 2.32, 1.27], [-0.71, -1.77, 0.39], [1.03, -1.34, -0.85], [-0.42, -0.51, -1.24], [0.84, -0.06, 1.45], [-0.35, 2.97, -0.68], [0.20, 1.55, -1.67], [-1.00, -2.67, -0.15], [-1.63, -1.24, 0.64], [-0.21, -2.25, 1.24]], "gap_ev": 10.3, "smiles": "CCNC(N)=O", "multiplicity": 1, "mol_weight_da": 88.11, "e_above_lowest_kj_mol": 44.7, "lumo_ev": 0.86}



Question: Number 4 is which compound?
Answer: C3H8N2



Repeat the eighth record exactly.
{"formula": "C3H8N2O", "method": "ωB97M-V/def2-TZVPD", "species": ["C", "C", "C", "H", "H", "H", "H", "H", "H", "H", "H", "N", "N", "O"], "coordinates": [[1.22, 1.01, 0.57], [0.40, 0.05, -0.46], [-0.94, -0.21, 0.28], [0.98, 0.52, 1.59], [0.89, 2.08, 0.51], [2.40, 0.83, 0.51], [0.47, 0.44, -1.49], [1.27, -1.52, 0.42], [0.31, -2.06, -0.83], [-3.03, 0.03, -0.18], [-2.16, 0.67, -1.39], [1.04, -1.28, -0.55], [-1.99, 0.35, -0.33], [-0.87, -0.91, 1.36]], "gap_ev": 9.9, "smiles": "C[C@@H](N)C(N)=O", "multiplicity": 1, "mol_weight_da": 88.11, "e_above_lowest_kj_mol": 217.9, "lumo_ev": 0.55}